Computed, not measured: a structure of composition LiO8S2, with the ωB97M-V functional and the def2-TZVPD basis.

```
11
Properties=species:S:1:pos:R:3:forces:R:3
Li 3.944 23.307 -18.934 0.4 1.7 -0.8
S 6.915 24.334 -19.595 1.2 -0.6 0.1
O 5.753 24.119 -18.665 -0.9 -0.4 0.1
O 7.440 22.982 -19.995 -0.1 0.2 0.2
O 6.540 25.082 -20.800 -0.1 0.2 0.1
O 7.962 25.072 -18.815 -0.1 -0.1 -0.2
S 1.910 24.666 -20.112 1.0 0.3 -0.5
O 2.073 24.605 -18.619 -0.4 -0.1 0.4
O 0.599 24.101 -20.530 0.1 -0.4 0.2
O 2.029 26.035 -20.650 -0.4 0.1 0.4
O 3.095 23.876 -20.609 -0.8 -0.8 -0.1
```
Positions in Å, forces in eV/Å.

The calculation puts the HOMO-LUMO gap at 4.57 eV. The HOMO energy comes out at 2.54 eV. Its total charge is -3.